1.
Molecular formula: InNO3
Method: DFT, the ωB97M-V functional and the def2-TZVPD basis

Last column: natural (NBO) charge in e.
Cartesian coordinates (Å):
In: 2.479 0.207 0.171  1.636
N: -0.654 -0.020 -0.043  0.730
O: -0.726 0.860 0.627  -0.078
O: 0.456 -0.330 -0.400  -0.348
O: -1.554 -0.717 -0.355  0.061

Values from the calculation:
charge = +2
highest occupied orbital energy = -0.8173 Eh
ΔE to the lowest compared entry with this formula, charge and spin = 194.9 kJ/mol
frontier orbital gap = 5.0 eV



2.
Molecular formula: LiNO3Sr2
Method: DFT, the ωB97M-V functional and the def2-TZVPD basis

Last column: natural (NBO) charge in e.
Cartesian coordinates (Å):
Sr: 1.732 -0.004 2.739  1.986
Sr: -3.305 -0.661 0.589  1.969
Li: 2.464 -1.327 -0.780  0.995
N: -0.207 0.511 -0.591  0.703
O: 0.511 0.148 0.389  -0.792
O: 0.266 1.129 -1.510  -0.202
O: -1.462 0.204 -0.835  -0.660

Values from the calculation:
charge = +4
highest occupied orbital energy = -0.9016 Eh
ΔE to the lowest compared entry with this formula, charge and spin = 0.0 kJ/mol
frontier orbital gap = 8.2 eV



3.
Molecular formula: N2
Method: DFT, the ωB97M-V functional and the def2-TZVPD basis

Last column: natural (NBO) charge in e.
Cartesian coordinates (Å):
N: 0.000 0.000 0.923  0.000
N: 0.000 0.000 -0.923  0.000

Values from the calculation:
highest occupied orbital energy = -0.4271 Eh
ΔE to the lowest compared entry with this formula, charge and spin = 1088.7 kJ/mol
frontier orbital gap = 8.5 eV



4.
Molecular formula: N2O3S
Method: DFT, the ωB97M-V functional and the def2-TZVPD basis

Last column: natural (NBO) charge in e.
Cartesian coordinates (Å):
N: -3.404 -0.648 0.707  0.001
N: -3.261 -1.619 0.207  0.000
O: 1.471 -0.787 -0.669  -0.813
O: 2.942 1.081 0.001  -0.822
O: 0.561 1.412 -0.019  -0.825
S: 1.691 0.561 -0.226  2.460

Values from the calculation:
highest occupied orbital energy = -0.4581 Eh
ΔE to the lowest compared entry with this formula, charge and spin = 0.0 kJ/mol
frontier orbital gap = 11.7 eV
structure (SMILES) = O=S(=O)=O.N#N



5.
Molecular formula: N2O4
Method: DFT, the ωB97M-V functional and the def2-TZVPD basis

Last column: natural (NBO) charge in e.
Cartesian coordinates (Å):
N: 0.922 0.456 -0.946  0.503
N: -1.065 -0.247 0.873  0.507
O: 1.262 -0.592 -0.529  -0.231
O: 1.325 1.410 -1.563  -0.276
O: -0.332 -1.170 0.900  -0.237
O: -2.117 0.149 1.266  -0.267

Values from the calculation:
highest occupied orbital energy (alpha / beta) = -0.3720 / -0.3675 Eh
ΔE to the lowest compared entry with this formula, charge and spin = 107.1 kJ/mol
frontier orbital gap (alpha / beta) = 9.0 / 8.7 eV



6.
Molecular formula: N2O6P
Method: DFT, the ωB97M-V functional and the def2-TZVPD basis

Last column: natural (NBO) charge in e.
Cartesian coordinates (Å):
N: -1.676 0.191 -0.059  0.573
N: -0.477 0.054 0.101  0.321
O: 0.381 1.048 0.261  -0.555
O: -2.270 -0.922 -0.141  -0.530
O: 1.883 -0.187 -1.271  -1.127
O: 0.133 -1.072 0.032  -0.506
O: 2.657 -0.365 1.172  -1.045
O: -2.226 1.268 -0.282  -0.502
P: 1.595 -0.015 0.187  2.371

Values from the calculation:
charge = -1
highest occupied orbital energy = -0.1965 Eh
ΔE to the lowest compared entry with this formula, charge and spin = 253.6 kJ/mol
frontier orbital gap = 9.2 eV
structure (SMILES) = O=[N+]([O-])[N+]12OP1([O-])([O-])O2



7.
Molecular formula: N3O13SSr5
Method: DFT, the ωB97M-V functional and the def2-TZVPD basis

Last column: Löwdin charge in e.
Cartesian coordinates (Å):
Sr: -0.648 2.838 -3.075  1.879
Sr: -1.918 -2.247 -2.460  1.877
Sr: 0.172 -2.215 0.906  1.781
Sr: 1.377 1.606 2.093  1.836
Sr: -3.759 1.864 1.873  1.883
N: 1.984 -1.981 -2.073  -0.568
O: 0.695 -1.893 -1.745  -0.360
O: 2.298 -2.611 -3.040  0.166
O: 2.738 -1.307 -1.383  0.068
N: 3.012 1.839 -1.158  -0.550
O: 2.852 1.595 0.102  -0.258
O: 4.094 1.766 -1.625  0.206
O: 2.050 2.411 -1.774  -0.146
N: -2.433 -0.813 3.579  -0.566
O: -2.463 -1.097 4.720  0.214
O: -3.434 -0.376 2.946  -0.187
O: -1.293 -0.956 2.974  -0.196
S: -1.057 0.282 -0.198  0.285
O: -1.467 -1.125 -0.392  -0.695
O: 0.291 0.468 0.356  -0.580
O: -1.147 1.070 -1.461  -0.517
O: -1.946 0.883 0.835  -0.573

Values from the calculation:
charge = +5
highest occupied orbital energy = -0.8139 Eh
ΔE to the lowest compared entry with this formula, charge and spin = 79.8 kJ/mol
frontier orbital gap = 6.1 eV



8.
Molecular formula: N3O4
Method: DFT, the ωB97M-V functional and the def2-TZVPD basis

Last column: natural (NBO) charge in e.
Cartesian coordinates (Å):
N: -1.663 -1.183 0.419  -0.121
N: -1.908 -0.174 0.078  0.472
N: 1.471 0.118 -0.053  0.721
O: -2.302 0.836 -0.281  -0.355
O: 1.873 0.306 1.097  -0.566
O: 0.397 0.617 -0.408  -0.603
O: 2.131 -0.520 -0.852  -0.548

Values from the calculation:
charge = -1
highest occupied orbital energy = -0.1500 Eh
ΔE to the lowest compared entry with this formula, charge and spin = 3.8 kJ/mol
frontier orbital gap = 8.2 eV



9.
Molecular formula: N7O22V
Method: DFT, the ωB97M-V functional and the def2-TZVPD basis

Last column: natural (NBO) charge in e.
Cartesian coordinates (Å):
O: -0.006 1.218 0.601  -0.317
V: -0.473 0.204 -0.536  1.627
N: 0.597 -2.445 1.491  0.747
O: 0.234 -1.494 0.761  -0.532
O: 0.554 -2.276 2.736  -0.517
O: 0.823 -3.563 1.005  -0.550
N: -2.879 -1.130 1.634  0.737
O: -2.713 -2.330 1.843  -0.494
O: -2.268 -0.359 0.865  -0.521
O: -3.774 -0.577 2.348  -0.592
N: 2.419 0.221 -2.674  0.735
O: 3.415 -0.539 -2.731  -0.523
O: 1.456 0.222 -1.862  -0.524
O: 2.160 0.902 -3.700  -0.568
N: 3.386 1.116 1.922  0.689
O: 3.702 1.946 1.013  -0.605
O: 2.458 0.299 1.768  -0.447
O: 3.739 1.310 3.124  -0.632
N: -0.935 2.301 3.448  0.702
O: -1.064 3.148 2.523  -0.579
O: 0.151 1.625 3.643  -0.515
O: -1.814 2.277 4.313  -0.602
N: -1.500 1.966 -3.266  0.728
O: -1.072 1.394 -2.155  -0.583
O: -1.941 1.142 -4.088  -0.482
O: -1.091 3.057 -3.622  -0.478
N: -0.891 -2.456 -2.621  0.720
O: -1.389 -2.371 -3.745  -0.547
O: -1.436 -1.746 -1.699  -0.597
O: 0.152 -3.065 -2.338  -0.481

Values from the calculation:
charge = -5
highest occupied orbital energy (alpha / beta) = 0.1954 / 0.1953 Eh
frontier orbital gap (alpha / beta) = 5.7 / 5.7 eV
expectation value of S² = 0.820
spin multiplicity = 2



10.
Molecular formula: NO3S
Method: DFT, the ωB97M-V functional and the def2-TZVPD basis

Last column: natural (NBO) charge in e.
Cartesian coordinates (Å):
N: 1.750 0.502 0.229  0.065
O: -1.760 1.361 0.463  -0.985
O: 2.016 -0.649 0.024  -0.303
O: -1.676 -0.908 -0.741  -0.989
S: -1.201 -0.001 0.346  1.212

Values from the calculation:
charge = -1
highest occupied orbital energy (alpha / beta) = -0.0539 / -0.1521 Eh
ΔE to the lowest compared entry with this formula, charge and spin = 29.3 kJ/mol
frontier orbital gap (alpha / beta) = 5.6 / 8.4 eV